w) ORCA calculation (ωB97M-V with the def2-TZVPD basis set) on C6H9NO in the gas phase.

The geometry in ORCA input format:
```
! wB97M-V def2-TZVPD RIJCOSX def2/J DEFGRID3
* xyz 0 1
C -1.2754 -1.6423 -0.5172
C -0.2767 -0.7602 -0.3340
C 1.0911 -1.0922 -0.1585
C 2.0447 -0.2018 0.2670
N 2.3027 1.0665 -0.1513
C -0.6672 0.7322 -0.1550
C -1.9192 0.9741 0.6593
O -0.2574 1.6000 -0.9010
H -1.1181 -2.6965 -0.3510
H -2.2627 -1.3397 -0.8209
H 1.3033 -2.1486 -0.0473
H 2.8989 -0.6396 0.7793
H 1.6489 1.4825 -0.8017
H 3.1863 1.5202 0.0074
H -1.9760 0.2940 1.5047
H -1.9229 2.0124 0.9876
H -2.8001 0.8389 0.0325
*
```

Its structure (SMILES) is C=C(/C=C\N)C(C)=O. The LUMO energy is 0.7 eV.

=====

x) ORCA calculation (ωB97M-V with the def2-TZVPD basis set) on C6H9NO in the gas phase.

The geometry in ORCA input format:
```
! wB97M-V def2-TZVPD RIJCOSX def2/J DEFGRID3
* xyz 0 1
C 0.1963 -1.9152 1.6051
C 0.2455 -0.7570 0.6748
C -0.3381 -0.4226 -0.4937
N -1.3691 -0.8890 -1.2473
C 0.4328 0.8656 -0.7750
C -0.1400 2.2432 -0.9049
O 1.8434 0.5924 -0.4639
C 1.1172 0.4700 0.6901
H 1.1530 -2.4435 1.6342
H -0.0325 -1.5911 2.6232
H -0.5767 -2.6205 1.2995
H -1.3855 -0.5819 -2.2083
H -1.6644 -1.8403 -1.0884
H 0.6341 2.9895 -0.7296
H -0.5051 2.3864 -1.9237
H -0.9794 2.4091 -0.2231
H 1.3685 1.1048 1.5312
*
```

Its structure (SMILES) is CC1=C(N)[C@@]2(C)O[C@H]12. The LUMO energy is 0.9 eV.

=====

y) ORCA calculation (ωB97M-V with the def2-TZVPD basis set) on C6H9NO as an isolated structure.

The geometry in ORCA input format:
```
! wB97M-V def2-TZVPD RIJCOSX def2/J DEFGRID3
* xyz 0 1
C 1.6607 -0.9983 -0.6535
C -2.0580 -0.4423 -0.9804
C 0.7545 -0.8454 0.5430
C -1.4019 0.5111 -0.1128
C -1.0590 1.4011 0.6899
C 0.6481 0.6711 1.1432
N 1.6396 1.4355 0.7557
O 0.4301 -1.7920 1.2232
H 1.3333 2.3772 0.5110
H -1.3328 2.3647 1.0752
H 0.3747 0.4888 2.1867
H 1.4692 -1.9521 -1.1427
H 2.6954 -1.0266 -0.3096
H 1.5686 -0.1421 -1.3197
H -2.1451 -1.4078 -0.4775
H -1.5078 -0.5488 -1.9171
H -3.0697 -0.0941 -1.2147
*
```

The LUMO energy (spin up / spin down) is -0.2 / -0.2 eV.

=====

z) ORCA calculation (ωB97M-V with the def2-TZVPD basis set) on C6H9NO in the gas phase.

The geometry in ORCA input format:
```
! wB97M-V def2-TZVPD RIJCOSX def2/J DEFGRID3
* xyz 0 1
C -1.5070 1.0974 -1.1035
C -1.1116 0.4940 0.0550
C -0.6725 -1.0524 0.2002
C -1.3054 -2.1598 0.5744
C 0.7244 -0.8142 -0.0652
O 1.5648 -1.7053 -0.6027
N 0.8844 0.4641 -0.1517
C 1.6192 1.4954 0.5105
H -0.9030 1.0123 -1.9956
H -2.3716 1.7418 -1.1257
H -1.6664 0.7674 0.9486
H -0.8060 -3.1190 0.5489
H -2.3631 -2.1460 0.7991
H 2.4638 -1.3451 -0.5879
H 1.1610 2.4568 0.2814
H 2.6429 1.5071 0.1244
H 1.6462 1.3058 1.5897
*
```

Its structure (SMILES) is C=CC(=C)/C(O)=N/C. The LUMO energy is 0.1 eV.

=====

Tell me which of them is the most stable. Sure, it is w).

=====

w) ORCA calculation (ωB97M-V with the def2-TZVPD basis set) on a 2-piece molecular cluster, C6H9NO overall.

The geometry in ORCA input format:
```
! wB97M-V def2-TZVPD RIJCOSX def2/J DEFGRID3
* xyz 0 1
C -2.4270 0.6899 0.7108
C -1.5497 0.5262 -0.2850
C -0.3049 -0.2049 -0.3250
C 0.6251 -0.0986 -1.4165
C 1.6142 -1.0256 -1.1948
N 1.3863 -1.6155 0.0122
C 0.2307 -1.1271 0.5535
H -3.3735 1.1884 0.5652
H -2.2443 0.3153 1.7147
H -1.8571 1.0467 -1.1929
H 0.3992 0.3707 -2.3607
H 2.3317 -1.4045 -1.9023
H 1.9565 -2.3144 0.4482
H -0.1484 -1.4016 1.5228
O 1.1160 1.8395 1.3873
H 0.4746 1.9695 0.7033
H 1.7706 1.2462 1.0592
*
```

Its structure (SMILES) is C=Cc1cc[nH]c1.O. The LUMO energy is 0.8 eV.

=====

x) ORCA calculation (ωB97M-V with the def2-TZVPD basis set) on C6H9NO in the gas phase.

The geometry in ORCA input format:
```
! wB97M-V def2-TZVPD RIJCOSX def2/J DEFGRID3
* xyz 0 1
C -1.2285 1.3316 -1.1129
C -0.5127 0.9081 0.1466
O -0.6146 1.4963 1.2073
C 0.7473 -0.0955 -0.1083
C 1.7634 0.0533 1.0162
C 0.1064 -1.4362 -0.1962
C -1.4251 -1.3683 0.4228
N -2.4460 -1.7103 0.8514
H -1.2265 0.5320 -1.8542
H -2.2630 1.5756 -0.8632
H -0.7160 2.2036 -1.5254
H 1.1949 0.2079 -1.0586
H 1.4062 -0.4048 1.9425
H 2.7064 -0.4302 0.7416
H 1.9678 1.1065 1.2290
H 0.6048 -2.2128 0.3868
H -0.0646 -1.7567 -1.2254
*
```

Its structure (SMILES) is CC(=O)[C@@H](C)CC#N. The LUMO energy is 0.3 eV.

=====

y) ORCA calculation (ωB97M-V with the def2-TZVPD basis set) on C6H9NO in the gas phase.

The geometry in ORCA input format:
```
! wB97M-V def2-TZVPD RIJCOSX def2/J DEFGRID3
* xyz 0 1
C -1.3410 1.2006 -0.0528
C -0.2898 0.7806 -0.7916
C 1.2673 1.1285 -0.2912
C 1.5229 -0.0782 0.7692
N 0.9870 -1.2654 -0.0842
C -0.4128 -0.6952 -0.8126
C -1.7072 -1.0261 0.1458
O -2.3412 0.2563 0.2926
H -1.7800 2.0352 0.5529
H 0.9813 1.9934 0.3817
H 1.9834 1.2865 -1.2099
H 0.8589 -0.1195 1.9043
H 2.6810 -0.1405 1.0495
H 1.7533 -1.2942 -0.9090
H -0.3515 -1.2267 -1.7220
H -1.3306 -1.1582 1.1520
H -2.4809 -1.6774 -0.3748
*
```

Its structure (SMILES) is C1=C2CCN[C@H]2CO1. The LUMO energy is 0.9 eV.

=====

z) ORCA calculation (ωB97M-V with the def2-TZVPD basis set) on C6H9NO in the gas phase.

The geometry in ORCA input format:
```
! wB97M-V def2-TZVPD RIJCOSX def2/J DEFGRID3
* xyz 0 1
C -1.5207 -0.7581 0.6470
C -1.4273 -0.5267 -0.9461
N 0.1166 -0.4713 -1.3386
C 0.7700 -0.8203 -0.0952
C -0.1273 -0.0529 0.8489
O 0.9532 0.5627 1.6597
C 1.3981 1.4382 0.5085
C 1.3557 0.3798 -0.7001
H -2.4470 -0.2328 1.0409
H -1.5576 -1.8427 0.8860
H -1.7897 -1.3491 -1.6815
H -1.8529 0.4173 -1.0848
H 1.2483 -1.7591 0.2819
H -0.4009 0.7559 0.2601
H 0.6900 2.3202 0.4698
H 2.5247 1.5749 0.7008
H 2.0670 0.3641 -1.4572
*
```

Its structure (SMILES) is C1CN2[C@@H]3[C@@H]1OC[C@@H]32. The LUMO energy is 1.0 eV.

=====

Tell me which of them is the most stable. Sure, it is w).

=====

w) ORCA calculation (ωB97M-V with the def2-TZVPD basis set) on C6H9NO as an isolated structure.

The geometry in ORCA input format:
```
! wB97M-V def2-TZVPD RIJCOSX def2/J DEFGRID3
* xyz 0 1
C 0.7561 -0.2083 -0.0568
C 0.7054 1.2863 -0.1691
C -0.0038 0.5790 0.9693
C -1.4296 0.1724 0.6434
C -1.5750 0.0039 -0.8774
C -0.3102 -1.0004 -0.4581
H 2.2812 -1.4294 1.0120
H 2.8489 -0.1377 -0.3170
H 1.7985 1.6390 0.0528
H 0.0715 1.6521 -1.1048
H 0.4593 0.7162 1.9867
H -2.3464 0.6369 1.1979
H -1.4549 0.7207 -1.6091
H -2.5934 -0.4575 -1.0344
H -0.1323 -2.0059 -0.8835
N 2.1055 -0.9564 -0.0649
O -1.1808 -1.2107 0.7130
*
```

The LUMO energy is 1.0 eV.

=====

x) ORCA calculation (ωB97M-V with the def2-TZVPD basis set) on C6H9NO in the gas phase.

The geometry in ORCA input format:
```
! wB97M-V def2-TZVPD RIJCOSX def2/J DEFGRID3
* xyz 0 1
C -1.6296 0.1258 -0.1405
N -0.9125 -1.1487 -0.5233
C 0.2624 -1.4241 0.1920
O 1.3681 -1.1415 -0.5906
C 1.5805 0.1591 -0.0028
C 0.6908 1.2313 -0.6622
C -0.3501 0.9781 0.3917
C 0.4310 -0.2120 1.0345
H -2.4431 -0.2022 0.5534
H -1.7727 0.8239 -0.9592
H -1.6091 -1.8576 -0.5343
H 0.4521 -2.5287 0.4996
H 2.5790 0.2059 0.4556
H 1.1321 2.3427 -0.9675
H 0.1807 0.8796 -1.7908
H -0.5615 1.9428 0.9812
H 0.6019 -0.1744 2.0633
*
```

Its structure (SMILES) is C1N[C@H]2O[C@H]3C[C@@H]1[C@H]32. The LUMO energy is 1.0 eV.

=====

y) ORCA calculation (ωB97M-V with the def2-TZVPD basis set) on C6H9NO in the gas phase.

The geometry in ORCA input format:
```
! wB97M-V def2-TZVPD RIJCOSX def2/J DEFGRID3
* xyz 0 1
C 0.2815 -0.5902 -1.6279
N -0.8577 0.4405 -1.2146
C -1.0040 0.2101 0.1746
C -1.1513 0.6684 1.5507
C 0.1438 0.3462 1.2368
C 1.0383 -0.6906 0.5948
O 2.5071 -0.5978 0.2195
C 1.4490 -0.1510 -0.7576
H 0.5025 -0.5576 -2.6491
H -0.0089 -1.6616 -1.2491
H -0.9761 1.2821 -1.6810
H -1.5320 -0.8335 0.3077
H -1.6681 -0.0727 2.1887
H -1.3908 1.7107 2.0744
H 0.6340 1.2538 1.0620
H 0.6034 -1.7568 0.4675
H 1.4295 1.0001 -0.6976
*
```

Its structure (SMILES) is C1N[C@@H]2C[C@H]2[C@@H]2O[C@@H]12. The LUMO energy is 1.0 eV.

=====

Tell me which of them is the most stable. Sure, it is x).

=====

w) ORCA calculation (ωB97M-V with the def2-TZVPD basis set) on a 2-piece molecular cluster, C6H9NO overall.

The geometry in ORCA input format:
```
! wB97M-V def2-TZVPD RIJCOSX def2/J DEFGRID3
* xyz 0 1
C -0.9720 0.5363 -0.4428
C -1.2490 -0.7118 -0.8783
C 0.0404 0.4255 0.6424
C 1.4180 -0.0868 0.4067
C -2.1106 -0.9667 -2.1199
C 2.4330 0.3126 1.4034
N 0.2910 -0.9773 0.7764
O -0.4365 -1.6342 -0.2804
H -1.4605 1.4348 -0.7279
H -0.3106 1.1107 1.9061
H 1.6317 0.0618 -0.6111
H -1.8191 -1.8786 -2.6887
H -1.7600 -0.1495 -2.7450
H -3.2325 -0.9778 -1.9663
H 1.8570 0.6076 2.3164
H 3.0372 1.2175 1.0588
H 3.1780 -0.4791 1.6959
*
```

The LUMO energy is 1.0 eV.

=====

x) ORCA calculation (ωB97M-V with the def2-TZVPD basis set) on a 2-piece molecular cluster, C6H9NO overall.

The geometry in ORCA input format:
```
! wB97M-V def2-TZVPD RIJCOSX def2/J DEFGRID3
* xyz 0 1
C -0.1989 2.5269 0.6446
C -0.4928 1.2702 0.9693
C -0.5415 0.1773 0.0065
C -1.0640 -1.0806 0.1399
C -0.6878 -1.8460 -1.0041
C 0.0059 -0.9925 -1.8189
N 0.1297 0.2113 -1.1876
H -0.0098 2.9168 -0.3489
H -0.1054 3.2669 1.4328
H -0.8626 1.0582 1.9518
H -1.5797 -1.4521 1.0142
H -0.7889 -2.9185 -1.0085
H 0.2812 -1.0812 -2.8592
H 0.6543 0.9882 -1.5438
O 1.9501 -0.3627 1.7215
H 1.0857 -0.7424 1.9033
H 2.4224 -1.0509 1.2443
*
```

Its structure (SMILES) is C=Cc1ccc[nH]1.O. The LUMO energy is 0.9 eV.

=====

y) ORCA calculation (ωB97M-V with the def2-TZVPD basis set) on a 2-piece molecular cluster, C6H9NO overall.

The geometry in ORCA input format:
```
! wB97M-V def2-TZVPD RIJCOSX def2/J DEFGRID3
* xyz 0 1
C -2.2108 1.2777 -0.4509
C -1.6340 0.0565 -0.3933
C -0.2068 -0.1999 -0.4711
C 0.4857 -1.4204 -0.6471
C 1.8425 -1.1335 -0.7118
N 1.9826 0.2123 -0.5695
C 0.7549 0.7742 -0.3644
H -3.2826 1.3126 -0.3570
H -1.5475 2.1107 -0.6442
H -2.4020 -0.7102 -0.4148
H 0.1005 -2.4259 -0.6006
H 2.6200 -1.8470 -0.9183
H 2.8561 0.7067 -0.5267
H 0.6110 1.8210 -0.1520
O -0.0090 0.0595 2.7365
H 0.0362 0.2925 1.7910
H 0.0033 -0.8869 2.6943
*
```

Its structure (SMILES) is C=Cc1cc[nH]c1.O. The LUMO energy is 0.8 eV.

=====

Tell me which of them is the most stable. Sure, it is x).

=====

w) ORCA calculation (ωB97M-V with the def2-TZVPD basis set) on a 2-piece molecular cluster, C6H9NO overall.

The geometry in ORCA input format:
```
! wB97M-V def2-TZVPD RIJCOSX def2/J DEFGRID3
* xyz 0 1
N 1.3443 -1.3294 1.3171
C 0.4975 -0.4088 0.7034
C 0.6585 1.0382 1.0925
C -0.3525 1.8851 0.5878
C -1.3649 1.4517 -0.2050
C -1.5381 0.1075 -0.5269
C -0.5519 -0.8478 -0.1415
H 1.0416 -2.2934 1.1516
H 1.4586 -1.2573 2.3539
H 1.4139 1.3231 1.7637
H -0.3235 2.8472 0.8703
H -2.1100 2.1610 -0.6792
H -2.5294 -0.2538 -0.9668
H -0.8090 -1.8843 -0.5090
O 1.0483 -0.8188 -2.6324
H 1.5183 -1.4352 -2.0740
H 0.5983 -0.2850 -2.1055
*
```

Its structure (SMILES) is Nc1ccccc1.O. The LUMO energy is 0.8 eV.

=====

x) ORCA calculation (ωB97M-V with the def2-TZVPD basis set) on a 2-piece molecular cluster, C6H9NO overall.

The geometry in ORCA input format:
```
! wB97M-V def2-TZVPD RIJCOSX def2/J DEFGRID3
* xyz 0 1
C -0.2685 -2.2739 -2.6004
C -0.5711 -1.3832 -1.8438
C 0.6099 2.1756 -0.8992
C 0.2674 -0.1899 2.3869
C 0.3298 -0.6120 0.9298
C -1.0250 0.4913 -0.8061
N -0.1064 1.2410 -1.3809
O -0.9237 -0.0342 0.4920
H -0.2327 -2.9434 -3.4190
H 1.4676 2.6272 -1.2902
H 0.3578 2.5904 0.0363
H -0.6957 -0.2339 2.8568
H 0.9609 -0.7749 2.9799
H 0.7256 0.7372 2.5241
H 0.2620 -1.7528 0.8315
H 0.9851 -0.1082 0.2687
H -2.1430 0.4437 -1.0663
*
```

The LUMO energy (spin up / spin down) is -0.4 / -0.4 eV.

=====

y) ORCA calculation (ωB97M-V with the def2-TZVPD basis set) on C6H9NO in the gas phase.

The geometry in ORCA input format:
```
! wB97M-V def2-TZVPD RIJCOSX def2/J DEFGRID3
* xyz 0 1
O -2.1449 -1.7247 -0.2517
C -1.3993 -0.9062 -0.0702
C -1.6903 0.6584 -0.1731
C -0.2577 1.4337 0.2389
C 1.1137 0.8483 -0.3815
N 0.8886 -0.4940 -0.6598
C 1.4227 -1.8412 -0.0004
C 0.1880 -1.2501 0.5494
H -2.6742 1.0162 0.3100
H -2.1290 0.7861 -1.2307
H -0.2544 2.5382 0.0121
H -0.1254 1.5362 1.4198
H 1.2435 1.3605 -1.3522
H 1.9357 1.2949 0.2692
H 1.4306 -2.6823 -0.7541
H 2.2305 -1.9931 0.4769
H 0.2217 -0.5811 1.5973
*
```

Its structure (SMILES) is O=C1CCCN2C[C@H]12. The LUMO energy is 1.0 eV.

=====

Tell me which of them is the most stable. Sure, it is w).